Here is 2 unconnected molecules or ions with the total composition C4H11NO2 at a distorted geometry from the OMol25 dataset. Energies are from ωB97M-V with the def2-TZVPD basis set.

For the LUMO energy, the calculation gives 0.66 eV. For the energy relative to the best compared isomer or geometry (same formula, charge and spin), the calculation gives 142.3 kJ/mol. The value obtained for the energy is -9910.76746 eV. As for the SMILES: CC(=O)O.CCN. The value obtained for the HOMO energy is -9.09 eV.

Structure (XYZ):
```
18
Properties=species:S:1:pos:R:3:mulliken_charge:R:1
C 2.0446 1.2594 -0.9883 -1.012
C 0.7123 1.9021 -0.8271 0.694
O -0.2267 1.9338 -1.5678 -0.544
O 0.8462 2.6271 0.3172 -0.455
H 2.8494 1.7228 -0.4278 0.358
H 2.2012 0.8179 -1.9618 0.367
H 1.9994 0.2897 -0.4230 0.302
H -0.0033 3.0262 0.5344 0.337
C -1.5580 -1.0641 1.4833 -0.832
C -1.0565 -1.9824 0.3671 -0.448
N -0.3048 -1.3276 -0.6999 -0.610
H -0.9478 -0.1336 1.5189 0.169
H -1.2306 -1.5815 2.4056 0.280
H -2.6017 -0.8078 1.5382 0.317
H -0.5967 -2.9520 0.5083 0.418
H -1.9829 -2.3092 -0.2019 0.287
H -0.6599 -0.5554 -1.2547 0.306
H 0.5157 -0.8654 -0.3207 0.067
```

---

Here is 3 unconnected molecules or ions with the total composition C6H12N2 at a distorted geometry from the OMol25 dataset. Energies are from ωB97M-V with the def2-TZVPD basis set.

For the LUMO energy, the calculation gives 0.31 eV. For the energy relative to the best compared isomer or geometry (same formula, charge and spin), the calculation gives 312.3 kJ/mol. The value obtained for the energy is -9393.61306 eV. The value obtained for the HOMO energy is -8.81 eV.

Structure (XYZ):
```
20
Properties=species:S:1:pos:R:3:mulliken_charge:R:1
C 0.6960 -0.7857 -1.2403 -0.595
C -1.4353 0.6165 1.5844 -1.423
C 0.7364 0.3529 -2.2673 -1.100
C -0.3935 -0.5869 -0.2203 0.726
C -0.3053 0.4254 0.8142 0.698
N -1.4495 -1.3469 -0.1556 -0.658
C 0.9472 1.0252 1.2716 -0.317
N 2.0715 0.9449 0.6788 -0.572
H -1.4410 -2.1061 -0.8332 0.195
H -1.8334 -1.5633 1.3404 -0.063
H 2.8113 1.4135 1.1975 0.231
H 0.8250 1.6076 2.1957 0.298
H 0.5324 -1.7401 -1.7493 0.424
H 1.6606 -0.8272 -0.7327 0.279
H -1.3922 1.3006 2.4243 0.359
H -2.4073 0.5657 1.1168 0.432
H -1.8824 -1.2055 2.1518 0.133
H 0.9613 1.2985 -1.7766 0.303
H 1.5147 0.1659 -3.0085 0.322
H -0.2166 0.4451 -2.7915 0.328
```

---

Here is C8H7ClO in the gas phase at a distorted geometry from the OMol25 dataset. Energies are from ωB97M-V with the def2-TZVPD basis set.

For the LUMO energy, the calculation gives -0.23 eV. For the energy relative to the best compared isomer or geometry (same formula, charge and spin), the calculation gives 159.7 kJ/mol. The value obtained for the energy is -22976.40573 eV. As for the SMILES: O=Cc1ccc(CCl)cc1. The value obtained for the HOMO energy is -9.58 eV.

Structure (XYZ):
```
17
Properties=species:S:1:pos:R:3:mulliken_charge:R:1
O -0.4555 1.1344 3.6568 -0.536
C -1.1749 0.7361 2.7045 -0.502
C -0.5165 0.3071 1.3965 0.465
C 0.7819 0.5038 1.1509 -0.870
C 1.2829 0.1317 -0.0406 -0.331
C 0.4297 -0.3402 -1.0820 0.834
C 1.0088 -0.7204 -2.3934 -0.811
Cl 1.5171 0.7212 -3.3458 -0.170
C -0.9670 -0.4682 -0.8159 -0.542
C -1.3982 -0.1119 0.3931 -0.377
H -2.0492 0.6177 3.0007 0.618
H 1.2462 0.8000 1.9330 0.747
H 2.4313 0.1975 -0.4731 0.157
H 0.2825 -1.4366 -2.9685 0.354
H 1.7185 -1.2890 -1.9874 0.453
H -1.6957 -0.8061 -1.7270 0.145
H -2.4419 0.0230 0.5980 0.366
```

---

Among the records above, which one has the lowest energy relative to the best compared isomer or geometry (same formula, charge and spin)? C4H11NO2

---

Which of these has the highest energy? C6H12N2

---

Which formula does entry 1 have? C4H11NO2

---

The lowest energy belongs to which entry? C8H7ClO